# 1
A cluster of 14 separate species, C56H98N14 in total at a distorted geometry. Source: the OMol25 dataset; level of theory: wB97M-V/def2-TZVPD.

Each line ends with the Löwdin charge.
Cartesian coordinates (Å):
C1 7.70 6.60 4.94  -0.10
C2 6.37 6.83 5.69  -0.25
C3 6.37 7.49 7.08  -0.20
C4 7.30 7.00 8.05  -0.26
N1 7.99 6.60 8.87  0.15
H1 8.29 7.50 5.11  0.07
H2 7.53 6.28 3.91  0.07
H3 8.30 5.86 5.47  0.07
H4 5.89 5.85 5.78  0.10
H5 5.72 7.39 5.01  0.10
H6 5.39 7.38 7.57  0.12
H7 6.58 8.55 7.00  0.12
C5 11.07 -3.56 -0.38  -0.11
C6 11.54 -2.15 -0.88  -0.24
C7 10.34 -1.25 -1.19  -0.21
C8 9.48 -0.94 -0.07  -0.24
N2 8.77 -0.68 0.82  0.13
H8 11.92 -4.22 -0.20  0.06
H9 10.53 -4.11 -1.14  0.07
H10 10.61 -3.48 0.61  0.07
H11 12.04 -2.31 -1.83  0.10
H12 12.21 -1.75 -0.12  0.11
H13 9.72 -1.66 -1.99  0.12
H14 10.76 -0.28 -1.48  0.12
C9 -0.93 1.48 -0.73  -0.13
C10 0.33 0.67 -0.49  -0.25
C11 0.67 0.71 1.03  -0.17
C12 0.59 2.07 1.70  -0.22
N3 0.51 3.14 2.14  0.12
H15 -1.18 1.47 -1.79  0.07
H16 -0.75 2.52 -0.45  0.07
H17 -1.81 1.15 -0.16  0.08
H18 1.14 1.10 -1.08  0.11
H19 0.23 -0.37 -0.80  0.11
H20 1.72 0.43 1.18  0.10
H21 0.05 0.00 1.58  0.11
C13 -7.10 6.95 -9.64  -0.12
C14 -6.30 8.19 -9.34  -0.25
C15 -5.63 8.13 -7.98  -0.21
C16 -4.79 7.00 -7.61  -0.25
N4 -4.09 6.14 -7.30  0.14
H22 -6.50 6.05 -9.80  0.08
H23 -7.61 7.04 -10.60  0.07
H24 -7.94 6.68 -8.99  0.08
H25 -6.91 9.09 -9.34  0.11
H26 -5.55 8.37 -10.11  0.11
H27 -6.31 8.22 -7.13  0.12
H28 -4.94 8.97 -7.86  0.12
C17 3.67 -0.27 8.14  -0.12
C18 2.42 -1.03 7.80  -0.25
C19 1.74 -1.63 9.09  -0.17
C20 1.41 -0.65 10.18  -0.23
N5 1.17 0.06 11.05  0.13
H29 3.37 0.56 8.78  0.07
H30 4.23 0.13 7.29  0.08
H31 4.34 -0.83 8.80  0.08
H32 2.64 -1.86 7.13  0.10
H33 1.66 -0.45 7.28  0.11
H34 2.44 -2.36 9.50  0.11
H35 0.80 -2.15 8.91  0.11
C21 -4.18 5.89 9.85  -0.11
C22 -2.69 5.49 9.95  -0.24
C23 -2.18 5.00 8.57  -0.20
C24 -2.91 3.80 8.12  -0.23
N6 -3.44 2.83 7.72  0.13
H36 -4.58 6.42 10.71  0.07
H37 -4.81 5.00 9.78  0.07
H38 -4.38 6.45 8.94  0.07
H39 -2.49 4.75 10.73  0.11
H40 -2.13 6.38 10.24  0.10
H41 -1.11 4.82 8.54  0.12
H42 -2.40 5.75 7.80  0.11
C25 -4.11 -5.39 -1.03  -0.12
C26 -5.20 -5.79 -1.97  -0.27
C27 -5.40 -7.32 -2.11  -0.20
C28 -5.88 -8.08 -0.93  -0.21
N7 -6.25 -8.67 0.01  0.13
H43 -3.16 -5.66 -1.49  0.08
H44 -4.15 -5.93 -0.08  0.07
H45 -4.10 -4.32 -0.79  0.08
H46 -4.93 -5.40 -2.95  0.11
H47 -6.18 -5.46 -1.63  0.11
H48 -4.47 -7.76 -2.45  0.11
H49 -6.06 -7.46 -2.97  0.11
C29 2.62 7.40 -3.29  -0.12
C30 3.56 7.26 -2.08  -0.21
C31 5.12 7.24 -2.49  -0.18
C32 5.63 5.99 -3.02  -0.26
N8 5.98 5.01 -3.46  0.14
H50 2.81 6.72 -4.12  0.07
H51 2.56 8.37 -3.77  0.07
H52 1.59 7.23 -2.98  0.07
H53 3.29 6.42 -1.45  0.10
H54 3.51 8.15 -1.45  0.09
H55 5.76 7.50 -1.65  0.11
H56 5.36 8.01 -3.22  0.11
C33 3.03 -5.54 -5.07  -0.13
C34 3.29 -6.68 -6.03  -0.24
C35 2.20 -7.83 -5.86  -0.19
C36 2.46 -8.95 -6.72  -0.25
N9 2.69 -9.87 -7.43  0.13
H57 2.95 -5.83 -4.02  0.08
H58 2.22 -4.89 -5.39  0.08
H59 3.88 -4.87 -5.03  0.07
H60 4.25 -7.15 -5.83  0.11
H61 3.39 -6.33 -7.05  0.11
H62 1.19 -7.45 -6.03  0.12
H63 2.25 -8.25 -4.86  0.12
C37 -6.97 6.99 -0.51  -0.12
C38 -6.71 6.60 0.93  -0.24
C39 -7.87 5.81 1.70  -0.14
C40 -9.12 6.68 1.73  -0.23
N10 -10.07 7.33 1.78  0.13
H64 -6.23 7.70 -0.90  0.07
H65 -7.95 7.45 -0.60  0.06
H66 -7.10 6.14 -1.18  0.07
H67 -6.55 7.54 1.46  0.10
H68 -5.84 5.95 0.95  0.10
H69 -7.58 5.55 2.71  0.10
H70 -8.17 4.86 1.24  0.11
C41 4.64 -6.33 1.99  -0.12
C42 4.71 -7.32 3.13  -0.25
C43 4.62 -8.80 2.63  -0.18
C44 3.59 -9.06 1.64  -0.26
N11 2.73 -9.24 0.90  0.14
H71 4.70 -5.34 2.44  0.07
H72 3.68 -6.36 1.48  0.07
H73 5.47 -6.35 1.28  0.08
H74 3.87 -7.13 3.79  0.11
H75 5.63 -7.22 3.71  0.11
H76 4.57 -9.50 3.45  0.12
H77 5.51 -8.99 2.02  0.11
C45 -8.66 -1.95 -6.59  -0.13
C46 -8.61 -0.46 -6.85  -0.26
C47 -7.54 0.25 -5.96  -0.18
C48 -7.79 0.02 -4.50  -0.21
N12 -7.96 -0.09 -3.34  0.13
H78 -9.32 -2.47 -7.28  0.07
H79 -9.04 -2.16 -5.59  0.07
H80 -7.73 -2.51 -6.66  0.08
H81 -9.57 0.02 -6.65  0.11
H82 -8.39 -0.32 -7.91  0.10
H83 -7.63 1.31 -6.23  0.11
H84 -6.53 -0.07 -6.19  0.11
C49 1.38 0.75 -7.60  -0.14
C50 0.92 0.70 -8.97  -0.28
C51 0.58 -0.74 -9.40  -0.19
C52 -0.51 -1.38 -8.65  -0.24
N13 -1.39 -1.89 -8.10  0.13
H85 0.89 0.01 -6.98  0.08
H86 1.09 1.70 -7.14  0.08
H87 2.45 0.73 -7.42  0.08
H88 1.68 1.06 -9.66  0.12
H89 0.01 1.30 -9.04  0.12
H90 1.43 -1.43 -9.42  0.12
H91 0.19 -0.75 -10.42  0.11
C53 -1.87 -10.66 7.98  -0.11
C54 -2.17 -10.46 6.49  -0.27
C55 -2.90 -9.19 6.06  -0.19
C56 -2.09 -7.91 5.96  -0.21
N14 -1.46 -6.93 5.87  0.11
H92 -2.75 -10.56 8.60  0.07
H93 -1.16 -9.88 8.26  0.08
H94 -1.63 -11.70 8.20  0.07
H95 -2.85 -11.26 6.20  0.11
H96 -1.22 -10.52 5.96  0.11
H97 -3.65 -9.01 6.83  0.11
H98 -3.35 -9.26 5.08  0.11

Output
E_HOMO in eV: -11.237
LUMO level in eV: 0.27
Molar mass in g/mol: 967.50
Frontier orbital gap in eV: 11.505
Energy above the lowest of the compared OMol25 structures with the same formula, charge and spin in kcal per mole: 127.15
Net charge: 0
Energy in eV: -80516.75735


# 2
A cluster of 13 separate species, C3H31O13 in total at a distorted geometry. Source: the OMol25 dataset; level of theory: wB97M-V/def2-TZVPD.

Each line ends with the Löwdin charge.
Cartesian coordinates (Å):
C1 0.45 -1.39 -0.93  -0.05
C2 0.47 0.12 -0.82  -0.55
C3 -0.52 0.90 -1.68  -0.01
O1 0.16 0.37 0.49  -0.34
H1 0.92 -1.75 -1.88  0.09
H2 -0.58 -1.72 -0.81  0.05
H3 1.02 -1.88 -0.09  0.07
H4 1.42 0.50 -0.97  0.10
H5 -1.57 0.60 -1.62  0.06
H6 -0.28 0.61 -2.63  0.05
H7 -0.39 1.94 -1.55  0.05
O2 4.00 -0.09 0.48  -0.07
H8 3.33 -0.18 1.16  0.00
H9 3.80 -0.88 -0.08  0.08
O3 -3.02 -1.16 -1.01  -0.07
H10 -2.20 -0.93 -1.47  0.01
H11 -2.91 -0.84 -0.08  0.06
O4 2.02 -0.84 2.05  -0.06
H12 1.35 -0.38 1.54  0.00
H13 1.64 -0.79 2.94  0.09
O5 4.25 2.02 -1.04  -0.11
H14 5.16 2.28 -1.00  0.00
H15 4.21 1.32 -0.32  -0.02
O6 -2.71 -3.50 0.19  -0.09
H16 -1.92 -3.80 -0.31  -0.02
H17 -2.87 -2.67 -0.24  -0.06
O7 -0.31 -4.39 -0.71  -0.06
H18 0.52 -4.36 -0.19  0.06
H19 -0.08 -4.25 -1.62  0.05
O8 1.42 2.73 1.07  -0.07
H20 1.33 3.27 0.26  0.01
H21 0.98 1.89 0.90  -0.02
O9 -3.48 2.41 -1.08  0.01
H22 -3.69 2.76 -0.24  0.01
H23 -3.27 3.09 -1.64  -0.01
O10 -1.79 -0.83 1.72  -0.08
H24 -0.94 -0.49 1.37  -0.02
H25 -2.16 -0.17 2.32  0.04
O11 -0.72 4.20 -0.20  -0.06
H26 -0.22 3.63 -0.80  0.02
H27 -0.15 4.97 0.00  0.07
O12 0.60 -3.32 1.92  0.00
H28 1.15 -2.59 1.89  -0.06
H29 -0.07 -3.06 1.35  -0.03
O13 -1.62 2.16 1.49  -0.07
H30 -1.62 2.94 0.90  0.00
H31 -1.10 1.56 0.98  -0.05

Output
E_HOMO in eV: -5.616
LUMO level in eV: 2.58
Molar mass in g/mol: 275.27
Frontier orbital gap in eV: 8.195
Energy above the lowest of the compared OMol25 structures with the same formula, charge and spin in kcal per mole: 28.61
Net charge: -1
Energy in eV: -30233.29247


# 3
The ion C8H20N5 with charge +1 at a distorted geometry. Source: the OMol25 dataset; level of theory: wB97M-V/def2-TZVPD.

Each line ends with the Mulliken spin population.
Cartesian coordinates (Å):
C1 0.32 1.82 -0.02  0.67
C2 -1.35 -0.02 -0.09  -0.09
C3 1.18 -0.50 -0.36  -0.04
C4 0.68 3.20 -0.02  -0.02
C5 -3.30 -1.54 0.73  0.01
C6 3.52 -1.18 0.32  0.01
C7 -2.57 -0.25 0.83  0.05
C8 2.05 -1.42 0.54  0.05
N1 -0.89 1.37 0.10  0.59
N2 -0.28 -0.88 0.28  0.01
N3 1.32 0.88 -0.11  0.66
N4 -1.78 -0.16 -1.41  0.02
N5 1.31 -0.64 -1.77  0.07
H1 0.94 3.69 -0.95  0.05
H2 1.49 3.51 0.57  0.02
H3 -0.04 3.80 0.43  0.01
H4 -4.12 -1.46 0.00  0.00
H5 -3.86 -1.60 1.57  0.00
H6 -2.57 -2.37 0.62  0.00
H7 3.89 -0.39 1.01  0.00
H8 3.74 -0.77 -0.60  0.00
H9 4.12 -2.04 0.46  0.00
H10 -2.08 -0.19 1.89  0.00
H11 -3.28 0.63 0.71  0.00
H12 1.75 -1.18 1.55  0.00
H13 1.83 -2.47 0.40  0.00
H14 -1.60 2.09 0.12  -0.03
H15 -0.10 -0.89 1.25  0.00
H16 2.29 1.26 -0.35  -0.05
H17 -2.62 0.46 -1.51  0.00
H18 -2.02 -1.08 -1.78  0.00
H19 0.79 -0.05 -2.39  0.00
H20 1.26 -1.61 -2.03  0.01

Output
E_HOMO (spin up / spin down) in eV: -9.319 / -12.986
Multiplicity: 3
LUMO level (spin up / spin down) in eV: -2.53 / -7.60
Molar mass in g/mol: 186.28
Frontier orbital gap (spin up / spin down) in eV: 6.790 / 5.389
Energy above the lowest of the compared OMol25 structures with the same formula, charge and spin in kcal per mole: 0.00
Net charge: +1
Energy in eV: -16059.67058


# 4
A structure of composition CH8Na7O7 at a distorted geometry. Source: the OMol25 dataset; level of theory: wB97M-V/def2-TZVPD.

Each line ends with the Löwdin charge.
Cartesian coordinates (Å):
Na1 -11.21 -13.66 8.85  0.82
Na2 -12.92 -10.89 3.83  0.87
Na3 -13.18 -8.31 8.18  0.82
Na4 -15.32 -9.53 6.06  0.89
Na5 -11.41 -10.71 10.44  0.88
Na6 -14.01 -14.24 5.50  0.86
Na7 -14.29 -11.82 8.77  0.87
C1 -12.40 -11.18 6.73  -0.87
O1 -12.98 -10.12 6.29  -0.14
O2 -12.01 -11.23 7.96  -0.13
O3 -12.23 -12.16 5.94  -0.07
O4 -11.55 -7.60 5.94  -0.01
H1 -11.85 -8.49 5.71  -0.01
H2 -10.61 -7.71 6.15  0.09
O5 -8.66 -10.41 7.97  0.00
H3 -9.61 -10.34 8.15  0.00
H4 -8.22 -10.60 8.81  0.10
O6 -11.49 -14.34 4.45  -0.01
H5 -10.70 -14.78 4.80  0.10
H6 -11.52 -13.51 4.92  -0.05
O7 -9.54 -12.96 7.01  -0.02
H7 -10.31 -12.58 6.57  -0.01
H8 -9.05 -12.19 7.37  0.04

Output
E_HOMO in eV: -25.512
LUMO level in eV: -18.74
Molar mass in g/mol: 293.00
Frontier orbital gap in eV: 6.770
Energy above the lowest of the compared OMol25 structures with the same formula, charge and spin in kcal per mole: 17.09
Net charge: +5
Energy in eV: -46361.93907


# 5
A structure of composition C4H7NO2. Source: the OMol25 dataset; level of theory: wB97M-V/def2-TZVPD.

Each line ends with the Löwdin charge.
Cartesian coordinates (Å):
C1 -0.30 1.16 1.40  -0.05
C2 0.09 0.27 0.24  -0.29
C3 1.51 -0.09 0.19  -0.30
O1 2.38 0.45 0.85  0.03
C4 -0.86 -0.73 -0.22  -0.44
O2 -1.88 -1.20 0.20  0.12
N1 -0.44 -0.87 -1.70  0.10
H1 -0.21 0.63 2.36  0.09
H2 0.37 2.02 1.44  0.08
H3 -1.34 1.51 1.30  0.08
H4 0.09 0.22 -1.28  0.21
H5 1.80 -0.89 -0.54  0.12
H6 -1.25 -0.74 -2.30  0.13
H7 0.05 -1.74 -1.94  0.12

Output
E_HOMO in eV: -8.798
LUMO level in eV: 0.29
Molar mass in g/mol: 101.10
Frontier orbital gap in eV: 9.084
Energy above the lowest of the compared OMol25 structures with the same formula, charge and spin in kcal per mole: 77.01
Net charge: 0
Energy in eV: -9843.94029


# 6
A structure of composition C6H10N2 at a distorted geometry. Source: the OMol25 dataset; level of theory: wB97M-V/def2-TZVPD.

Each line ends with the Löwdin charge.
Cartesian coordinates (Å):
C1 -1.03 -0.44 -0.52  -0.38
C2 -0.68 1.00 -0.08  -0.24
C3 0.55 1.80 -0.42  -0.10
C4 0.62 0.78 0.79  -0.24
C5 1.65 -1.16 -0.47  -0.12
C6 0.15 -1.25 -0.18  -0.24
H1 -2.13 -0.21 1.28  0.15
H2 -2.27 -1.61 0.29  0.07
H3 -1.34 -0.61 -1.74  0.20
H4 -1.36 1.68 0.23  0.08
H5 0.22 3.02 -0.01  0.18
H6 1.16 1.78 -1.38  0.09
H7 1.00 1.18 1.79  0.13
H8 2.56 -0.29 -1.03  0.21
H9 1.88 -2.36 -0.13  0.15
H10 0.12 -2.11 0.48  0.11
N1 -2.29 -0.58 0.22  0.00
N2 1.19 -0.63 0.88  -0.07

Output
E_HOMO in eV: -9.126
LUMO level in eV: 0.99
Molar mass in g/mol: 110.16
Frontier orbital gap in eV: 10.117
Energy above the lowest of the compared OMol25 structures with the same formula, charge and spin in kcal per mole: 185.90
Net charge: 0
Energy in eV: -9356.37549